This record from the OMol25 dataset describes a 2-piece molecular cluster, C5H12NO4 overall in a non-equilibrium geometry. The level of theory is the ωB97M-V functional and the def2-TZVPD basis.

Values from the calculation:
electronic energy: -15059.8054 eV
frontier orbital gap: 8.4 eV
LUMO: 3.5 eV
HOMO energy: -4.85 eV

Geometry as ORCA input:
```
! wB97M-V def2-TZVPD RIJCOSX def2/J DEFGRID3
* xyz -1 1
C 2.57 -1.59 -0.26
C 1.40 -1.17 0.62
C 0.42 -0.23 0.01
C 0.98 1.27 -0.07
C -3.38 -0.26 -0.06
N 0.03 2.30 -0.27
O -0.68 2.18 -1.48
O -4.45 -0.80 0.10
O -2.87 0.15 -1.07
O -2.70 0.03 1.17
H 2.40 -2.35 -0.96
H 2.71 -0.70 -0.96
H 3.50 -1.67 0.27
H 0.86 -2.03 0.95
H 1.74 -0.61 1.56
H -0.01 -0.42 -0.94
H -0.48 -0.27 0.67
H 1.67 1.19 -0.98
H 1.68 1.44 0.77
H -0.59 2.12 0.50
H -1.50 1.64 -1.36
H -3.32 -0.24 1.79
*
```

Atom charges from the Löwdin analysis, given in e for atoms 1 to 4: -0.1059 -0.2930 -0.2190 -0.2367